Here is C2H7ClO2Si in the gas phase in a non-equilibrium geometry from the Open Molecules 2025 dataset. Energies are from ωB97M-V/def2-TZVPD.

XYZ file:
```
13
Properties=species:S:1:pos:R:3:lowdin_charge:R:1
C 1.6503 0.3871 -0.6807 -0.073
O 0.3194 -0.2165 -0.4712 -0.270
C -0.6876 0.5344 0.1869 -0.299
Si -2.3945 -0.4866 0.3798 0.117
O -2.5992 -1.8695 -0.4138 -0.190
Cl -3.8150 0.7852 -0.2537 0.337
H 1.8418 1.3873 -0.8551 0.047
H 1.9926 -0.1057 -1.5918 0.079
H 2.2864 0.0090 0.2083 0.112
H -0.3392 0.9184 1.0532 0.036
H -0.9870 1.3709 -0.4029 0.048
H -2.7860 -0.5233 1.8493 -0.020
H -2.0480 -2.3786 -1.0186 0.077
```

Values from the calculation:
SMILES   COC[Si@H](O)Cl
Relative energy (zero: lowest compared OMol25 entry of this formula, charge and spin)   201.41 kJ/mol
Max |F|   4.77 eV/Å
LUMO energy   0.63 eV
Kohn-Sham gap   10.58 eV

***

Here is 2 unconnected molecules or ions with the total composition C2H7ClOSi in a non-equilibrium geometry from the Open Molecules 2025 dataset. Energies are from ωB97M-V/def2-TZVPD.

XYZ file:
```
12
Properties=species:S:1:pos:R:3:lowdin_charge:R:1
C -1.3353 -1.0104 -2.0211 -0.309
C 0.8815 0.2578 2.0291 -0.746
O -0.6110 -1.1717 -0.8370 -0.357
Si 0.6278 1.0052 0.3290 0.921
Cl 1.3843 1.4549 3.2996 0.468
H -0.5702 -0.7460 -2.6751 0.031
H -2.1462 -0.2649 -2.0061 0.069
H -1.6484 -1.9033 -2.4861 0.053
H 0.1928 -0.3755 2.4408 -0.003
H 1.7979 -0.2461 1.8149 0.002
H -0.5555 1.7826 0.0643 -0.064
H 1.9822 1.2171 0.0477 -0.064
```

Values from the calculation:
Relative energy (zero: lowest compared OMol25 entry of this formula, charge and spin)   752.77 kJ/mol
Max |F|   4.04 eV/Å
LUMO energy (spin up / spin down)   -1.32 / -1.32 eV
Kohn-Sham gap (spin up / spin down)   7.08 / 7.04 eV

***

Here is 2 unconnected molecules or ions with the total composition C2H7ClSSi in a non-equilibrium geometry from the Open Molecules 2025 dataset. Energies are from ωB97M-V/def2-TZVPD.

XYZ file:
```
12
Properties=species:S:1:pos:R:3:lowdin_charge:R:1
C -1.3912 -0.8260 2.6755 -0.221
Si -1.0192 0.2153 1.3192 0.312
C -1.8714 0.1971 -0.3743 -0.239
Cl 0.1922 1.8979 1.3095 0.257
H -2.2242 -1.4564 2.5899 -0.053
H -0.8868 -0.8637 3.5437 -0.089
H -2.8923 -0.2027 -0.3813 0.039
H -1.7811 1.1767 -0.6523 -0.043
H -1.3302 -0.4438 -1.1003 0.040
S 3.6150 0.9032 -1.6760 0.374
H 2.3241 1.4548 -1.7504 -0.201
H 4.2371 1.9431 -2.4231 -0.176
```

Values from the calculation:
SMILES   C=[Si](C)Cl.S
Relative energy (zero: lowest compared OMol25 entry of this formula, charge and spin)   296.62 kJ/mol
Max |F|   4.61 eV/Å
LUMO energy   0.28 eV
Kohn-Sham gap   8.65 eV

***

Here is a molecular structure, C2H7ClSi2 in a non-equilibrium geometry from the Open Molecules 2025 dataset. Energies are from ωB97M-V/def2-TZVPD.

XYZ file:
```
12
Properties=species:S:1:pos:R:3:lowdin_charge:R:1
C 0.2151 -1.2177 -0.5389 -0.511
C 0.5860 1.5739 0.1361 -0.303
Si -0.9525 -0.4145 0.7451 0.736
Si 1.6401 0.1970 -0.5037 0.050
Cl 2.7922 -0.3805 1.0662 0.287
H 0.6898 -2.3107 -0.4178 0.067
H -0.2184 -1.3436 -1.4581 -0.057
H 0.0042 2.1624 -0.6200 0.000
H 0.8849 2.2434 0.8755 -0.058
H -2.4169 -0.0986 0.3054 -0.061
H -0.7175 -1.1171 1.9288 -0.106
H 2.3026 0.2476 -1.8347 -0.045
```

Values from the calculation:
Relative energy (zero: lowest compared OMol25 entry of this formula, charge and spin)   157.26 kJ/mol
Max |F|   4.39 eV/Å
LUMO energy   0.01 eV
Kohn-Sham gap   8.73 eV

***

Here is 2 unconnected molecules or ions with the total composition C2H7FN5 in a non-equilibrium geometry from the Open Molecules 2025 dataset. Energies are from ωB97M-V/def2-TZVPD.

XYZ file:
```
15
Properties=species:S:1:pos:R:3:lowdin_spin:R:1
C -1.0710 -0.9601 0.1582 0.572
C 0.4174 0.8458 0.0494 0.014
N -2.7571 0.6816 0.5125 0.946
N -1.4489 -2.1617 0.1387 0.077
N 1.7203 1.0638 -0.4965 -0.001
N -0.3615 1.6575 0.6354 0.045
N 0.0522 -0.4689 -0.2158 0.086
F -2.7038 1.0704 -0.7774 0.181
H -2.4194 -2.4416 0.5087 0.014
H -0.9108 -2.9423 -0.2136 0.021
H 1.8789 2.0218 -0.7019 0.000
H 2.0670 0.2350 -1.0790 0.002
H 0.2242 2.4931 0.9297 0.002
H -2.0841 1.1626 1.0550 0.022
H 0.5466 -1.1530 -0.7806 0.019
```

Values from the calculation:
2S+1   3
Relative energy (zero: lowest compared OMol25 entry of this formula, charge and spin)   0.00 kJ/mol
Charge   +1
Max |F|   3.84 eV/Å
LUMO energy (spin up / spin down)   -3.78 / -6.94 eV
Kohn-Sham gap (spin up / spin down)   9.76 / 7.31 eV

***

Here is a gas-phase ion, C2H7FNS (charge +1) from the Open Molecules 2025 dataset. Energies are from ωB97M-V/def2-TZVPD.

XYZ file:
```
12
Properties=species:S:1:pos:R:3:lowdin_charge:R:1
F 1.4716 0.1316 1.5579 -0.009
C 1.3253 0.3938 0.2227 -0.233
C 0.3620 -0.5778 -0.3721 -0.137
N -1.0570 -0.4536 0.1546 -0.272
S -1.6849 1.1747 0.4869 0.917
H 2.2775 0.2380 -0.2714 0.140
H 1.0621 1.4355 0.0801 0.106
H 0.6972 -1.5727 -0.1129 0.143
H 0.3431 -0.4632 -1.4454 0.139
H -1.6706 -0.8859 -0.5381 0.140
H -1.1787 -0.9994 1.0107 0.146
H -1.9476 1.5790 -0.7730 -0.081
```

Values from the calculation:
SMILES   FCC[NH2+]S
Relative energy (zero: lowest compared OMol25 entry of this formula, charge and spin)   36.19 kJ/mol
Charge   +1
Max |F|   0.90 eV/Å
LUMO energy   -4.53 eV
Kohn-Sham gap   10.90 eV

***

Here is 2 unconnected molecules or ions with the total composition C2H7FSi in a non-equilibrium geometry from the Open Molecules 2025 dataset. Energies are from ωB97M-V/def2-TZVPD.

XYZ file:
```
11
Properties=species:S:1:pos:R:3:lowdin_charge:R:1
C 1.6563 0.4949 -0.4713 -0.304
C -1.5217 -0.9567 1.6415 -0.098
F -1.2604 -2.3255 1.6175 -0.148
Si -0.2745 0.4916 -0.6243 0.769
H 1.7694 0.0538 0.5505 0.015
H 2.0990 -0.3384 -1.0970 0.030
H 2.2024 1.4435 -0.5993 0.014
H -0.9707 -0.5859 2.3899 -0.016
H -2.5807 -0.7749 1.6484 0.036
H -1.0732 1.1748 0.3613 -0.139
H -1.0625 0.2483 -1.7244 -0.158
```

Values from the calculation:
Relative energy (zero: lowest compared OMol25 entry of this formula, charge and spin)   610.58 kJ/mol
Max |F|   4.32 eV/Å
LUMO energy (spin up / spin down)   -0.05 / 0.16 eV
Kohn-Sham gap (spin up / spin down)   8.09 / 7.30 eV

***

Here is 2 unconnected molecules or ions with the total composition C2H7I2NSi in a non-equilibrium geometry from the Open Molecules 2025 dataset. Energies are from ωB97M-V/def2-TZVPD.

XYZ file:
```
13
Properties=species:S:1:pos:R:3:lowdin_charge:R:1
C -0.8581 -0.3005 1.0813 -0.183
C 0.4074 -0.0791 -0.9943 -0.156
N 0.1169 0.4694 0.3282 -0.406
Si 0.4663 2.0964 0.6318 0.348
I 0.0327 2.8964 -3.3805 -0.300
I -0.0776 2.7807 2.9830 0.403
H -1.9741 -0.2703 0.7255 0.124
H -0.7149 -1.4622 1.1084 0.125
H -0.9584 -0.0154 2.0965 -0.003
H 0.7427 0.6701 -1.6678 -0.064
H 1.2480 -0.7794 -0.9833 0.094
H -0.4032 -0.7219 -1.2801 0.085
H 1.7311 2.9119 0.4659 -0.066
```

Values from the calculation:
Relative energy (zero: lowest compared OMol25 entry of this formula, charge and spin)   3.10 kJ/mol
Max |F|   3.60 eV/Å
LUMO energy (spin up / spin down)   -2.02 / -2.80 eV
Kohn-Sham gap (spin up / spin down)   6.28 / 4.73 eV

***

Here is C2H7IN2O2S in the gas phase in a non-equilibrium geometry from the Open Molecules 2025 dataset. Energies are from ωB97M-V/def2-TZVPD.

XYZ file:
```
15
Properties=species:S:1:pos:R:3:lowdin_charge:R:1
C 2.7358 -1.0222 -1.5694 -0.209
C -2.6456 0.8567 1.3624 -0.227
N 2.2768 -0.3171 -0.4224 -0.250
N -2.1551 1.8032 0.3523 -0.570
O 0.3800 -0.2372 1.3302 -0.386
O 0.3847 -2.0014 -0.4091 -0.323
S 0.9529 -0.8151 0.1114 0.494
I -0.9967 1.0741 -1.1275 1.017
H 3.3216 -0.4218 -2.2567 0.072
H 3.5482 -1.7451 -1.3079 0.093
H 1.8618 -1.6057 -1.9938 0.083
H -3.0856 1.4694 2.0946 0.066
H -3.1173 0.0632 1.0014 0.020
H -1.8452 0.3532 2.0003 0.079
H -1.6160 2.5458 0.8342 0.040
```

Values from the calculation:
Relative energy (zero: lowest compared OMol25 entry of this formula, charge and spin)   123.32 kJ/mol
Max |F|   5.62 eV/Å
LUMO energy   -0.19 eV
Kohn-Sham gap   8.82 eV

***

Here is a molecular structure, C2H7IN3 in a non-equilibrium geometry from the Open Molecules 2025 dataset. Energies are from ωB97M-V/def2-TZVPD.

XYZ file:
```
13
Properties=species:S:1:pos:R:3:lowdin_charge:R:1
C 0.1397 -0.2573 -0.0565 -0.410
C 0.2182 -1.6375 0.6066 0.009
N 0.9041 0.6275 0.4828 0.059
N -0.7519 0.1417 -0.9977 0.039
N 1.1693 1.8763 0.2045 0.155
I -3.3203 -0.1060 0.1702 0.286
H 1.2793 -1.8318 0.9540 0.120
H 0.0488 -2.3987 -0.1815 0.102
H -0.4813 -1.7441 1.3824 0.056
H -1.1482 -0.4785 -1.7755 0.144
H -0.6308 1.0802 -1.3534 0.103
H 2.1367 2.1031 0.4986 0.163
H 0.4365 2.6250 0.0655 0.174
```

Values from the calculation:
Relative energy (zero: lowest compared OMol25 entry of this formula, charge and spin)   245.44 kJ/mol
Charge   +1
Max |F|   3.25 eV/Å
LUMO energy (spin up / spin down)   -6.98 / -6.23 eV
Kohn-Sham gap (spin up / spin down)   6.63 / 7.04 eV

***

Which value of relative energy (zero: lowest compared OMol25 entry of this formula, charge and spin) does entry 3 give?
296.62 kJ/mol

***

Look up the relative energy (zero: lowest compared OMol25 entry of this formula, charge and spin) of the seventh one.
610.58 kJ/mol